Entry 1:
DFT (ωB97M-V/def2-TZVPD) results for C42H43GeN8O2RbS2 as an isolated structure.

Computed properties:
**Frontier orbital gap**: 0.1597 Eh
**Maximum force**: 1.5 eV Å⁻¹

The geometry in ORCA input format:
```
! RIJCOSX wB97M-V def2-TZVPD def2/J DEFGRID3
* xyz -2 1
Rb 0.23755 0.48433 -0.12139
N 3.80463 1.27625 -0.72019
C 3.52227 1.23616 -2.05580
S 4.47467 0.27706 -3.05388
N 2.64817 2.06470 -2.59486
N 1.68871 2.56855 -1.83958
C 1.04046 3.61477 -2.28539
C 1.44316 4.30219 -3.53139
C 2.77056 4.67474 -3.73823
C 3.16169 5.25322 -4.93012
C 2.23799 5.47105 -5.93852
C 0.91963 5.09101 -5.74998
C 0.52484 4.50963 -4.56079
C -0.10567 4.08730 -1.54992
C -0.68564 5.34387 -1.83153
C -1.79104 5.75418 -1.12404
C -2.30464 4.92752 -0.13049
C -1.65486 3.72381 0.10239
N -0.60139 3.31272 -0.57074
H 4.36505 0.53241 -0.33807
H 3.12918 1.70726 -0.10126
H 3.49604 4.50400 -2.95725
H 4.19675 5.52869 -5.08145
H 2.54768 5.92239 -6.87281
H 0.19969 5.23420 -6.54598
H -0.50054 4.19153 -4.42678
H -0.26347 5.97744 -2.59711
H -2.25490 6.71145 -1.33254
H -3.17362 5.21367 0.44568
H -2.01124 3.05666 0.88210
C 3.34273 3.86060 2.64400
C 4.38271 3.14760 3.22014
C 4.30442 1.77174 3.29336
C 3.16060 1.10196 2.83602
C 2.08297 1.79573 2.23437
C 2.25733 3.18005 2.11600
C 3.06400 -0.34030 3.04059
C 3.55985 -0.91362 4.24070
C 3.42867 -2.25349 4.46260
C 2.80587 -3.05959 3.48215
C 2.61658 -4.44348 3.62423
C 2.00773 -5.17153 2.63273
C 1.58462 -4.53931 1.45805
C 1.75876 -3.19021 1.29048
C 2.35314 -2.40484 2.30128
N 2.47725 -1.07933 2.11055
H 3.38945 4.94460 2.60394
H 5.25949 3.66520 3.59630
H 5.15627 1.21496 3.67734
H 1.48166 3.76110 1.62593
H 4.01570 -0.27018 4.98208
H 3.79330 -2.71546 5.37429
H 2.95387 -4.92703 4.53357
H 1.86350 -6.23807 2.74201
H 1.11605 -5.12560 0.67767
H 1.45035 -2.69520 0.38211
O -4.14995 -5.67563 1.64336
C -2.94039 -6.13850 1.12214
N -2.32745 -5.18694 0.24018
C -1.59372 -5.58630 -0.84458
O -1.54618 -6.77366 -1.15993
C -0.86992 -4.54245 -1.57812
C -0.27301 -4.90211 -2.80003
C 0.48108 -3.97735 -3.48456
C 0.63050 -2.70071 -2.94714
N 0.07315 -2.34412 -1.79316
C -0.65143 -3.22878 -1.13961
H -4.00141 -4.78936 1.99844
H -3.15789 -7.04159 0.54241
H -2.24814 -6.40528 1.94842
H -2.34539 -4.21582 0.50476
H -0.41989 -5.91075 -3.15969
H 0.96010 -4.23472 -4.41783
H 1.22344 -1.94490 -3.44584
H -1.04297 -2.87376 -0.19680
C -4.68934 1.00999 0.67859
Ge -4.32557 -0.08169 -0.96242
C -6.15436 -0.14620 -1.89046
C -4.11927 -1.96502 -0.30373
C -2.74576 0.50387 -1.84065
H -5.60408 0.71749 1.19014
H -4.77117 2.06684 0.42940
H -3.86280 0.89752 1.37694
H -6.91864 -0.53456 -1.22245
H -6.10953 -0.78236 -2.77194
H -6.45560 0.84858 -2.20934
H -5.04621 -2.35714 0.10766
H -3.36249 -1.98551 0.47649
H -3.79726 -2.63848 -1.09406
H -2.74924 1.55672 -2.11813
H -2.45810 -0.11438 -2.68906
S -2.02930 -1.22253 5.14581
C -0.77004 -0.05027 4.92762
C -0.47880 0.09674 3.60804
N -1.21769 -0.66832 2.77313
C -2.05828 -1.40318 3.40876
H -0.33269 0.42797 5.78122
H 0.28008 0.74695 3.18220
H -2.75299 -2.07936 2.95130
*
```

---

Entry 2:
DFT (ωB97M-V/def2-TZVPD) results for a 2-piece molecular cluster, C2O3S overall.

Computed properties:
**Energy above the lowest of the compared OMol25 structures with the same formula, charge and spin**: 4.8 kcal per mole
**Frontier orbital gap**: 0.4108 Eh
**SMILES**: O=C=O.O=C=S
**Maximum force**: 3.9 eV Å⁻¹

The geometry in ORCA input format:
```
! RIJCOSX wB97M-V def2-TZVPD def2/J DEFGRID3
* xyz 0 1
C 1.42487 0.11159 1.06359
C -1.32651 -0.11988 -0.96077
O 0.70828 0.54992 1.84980
O -0.88366 0.92443 -0.61128
O 2.20789 -0.20403 0.28893
S -2.13087 -1.26203 -1.63028
*
```

---

Entry 3:
DFT (ωB97M-V/def2-TZVPD) results for one molecule with the formula C4H6BrNO3.

Computed properties:
**Energy above the lowest of the compared OMol25 structures with the same formula, charge and spin**: 19.2 kcal per mole
**Frontier orbital gap**: 0.3535 Eh
**SMILES**: CC(=O)ON(Br)C(C)=O
**Maximum force**: 3.6 eV Å⁻¹

The geometry in ORCA input format:
```
! RIJCOSX wB97M-V def2-TZVPD def2/J DEFGRID3
* xyz 0 1
C -1.38795 -1.45946 -0.21075
C 0.88331 1.15971 -0.86305
C -0.36324 -1.89983 0.86836
C 1.58759 2.04721 0.23908
N -1.51297 -0.09390 -0.34850
O -2.12039 -2.25412 -0.79293
O -0.38326 0.78877 -0.17578
O 1.47512 0.90180 -1.82567
Br -2.89504 0.32971 -1.53654
H 0.30557 -2.81909 0.44491
H 0.17731 -1.04757 1.28184
H -0.95822 -2.39562 1.60061
H 1.14312 3.02983 0.21323
H 1.41400 1.51547 1.24820
H 2.63504 2.19710 -0.14301
*
```

---

Entry 4:
DFT (ωB97M-V/def2-TZVPD) results for a 2-piece molecular cluster, C4H10N overall.

Computed properties:
**Energy above the lowest of the compared OMol25 structures with the same formula, charge and spin**: 153.0 kcal per mole
**Frontier orbital gap**: 0.1487 Eh
**Maximum force**: 5.2 eV Å⁻¹

The geometry in ORCA input format:
```
! RIJCOSX wB97M-V def2-TZVPD def2/J DEFGRID3
* xyz 1 1
C -2.61140 0.05657 -0.76199
C -1.95656 -0.13219 0.67351
C -0.56093 0.44740 0.67827
C 0.24813 0.37874 -0.32283
N 4.04883 -0.52455 -0.16520
H -1.66702 0.45157 -1.21925
H -2.76402 -0.92859 -1.18702
H -3.52946 0.64026 -0.88229
H -2.54212 0.33098 1.51016
H -1.84188 -1.18933 0.96567
H -0.20542 0.56950 1.72092
H 1.34036 0.50000 -0.39021
H 3.07600 -0.30044 -0.05502
H 4.52328 -0.41667 -1.04050
H 4.57386 -0.41193 0.68557
*
```

---

Entry 5:
DFT (ωB97M-V/def2-TZVPD) results for C14H15N5O7STi as an isolated structure.

Computed properties:
**Energy above the lowest of the compared OMol25 structures with the same formula, charge and spin**: 0.0 kcal per mole
**Frontier orbital gap (spin up / spin down)**: 0.1564 / 0.1557 Eh
**Maximum force**: 0.8 eV Å⁻¹

The geometry in ORCA input format:
```
! RIJCOSX wB97M-V def2-TZVPD def2/J DEFGRID3
* xyz -2 1
Ti -0.13403 0.35894 0.37532
C 1.36676 -1.47873 4.10648
C 1.17700 -0.96619 2.71511
N 0.00477 -0.45165 2.28494
O -0.95368 -0.30078 3.32803
C 2.12639 -0.97221 1.70798
C 3.48049 -1.60612 1.68207
N 1.61083 -0.34400 0.61660
O 2.11720 -0.35110 -0.61695
H 1.05842 -0.73950 4.85051
H 2.41621 -1.72754 4.27331
H 0.76524 -2.37540 4.29339
H -1.70623 0.04084 2.81157
H 4.19052 -1.12575 2.36592
H 3.86342 -1.50146 0.66516
H 3.45608 -2.67331 1.92722
O -3.11167 -1.88689 -1.31706
C -2.38809 -1.18220 -0.63344
O -1.10226 -1.12189 -0.68775
C -2.99239 -0.23056 0.45826
O -4.17436 -0.26111 0.74660
O -2.10454 0.54799 1.00005
O -0.18333 1.66112 -1.30915
N 0.34543 1.47978 -2.51240
C 0.49837 0.21689 -2.96554
C 1.03727 -0.04215 -4.19802
C 1.44068 1.03104 -4.98938
C 1.27246 2.30771 -4.51840
C 0.70871 2.58211 -3.25255
S 0.48407 4.18072 -2.69882
H 0.15369 -0.55182 -2.29142
H 1.14245 -1.06961 -4.51453
H 1.87958 0.86502 -5.96685
H 1.56643 3.16929 -5.10021
N 0.19173 4.49252 1.65019
C 0.40235 3.93289 2.89644
C 0.36728 2.58722 2.69773
N 0.14527 2.32981 1.36625
C 0.04119 3.48993 0.75973
H 0.18802 5.46675 1.41334
H 0.54619 4.52752 3.78085
H 0.46464 1.77802 3.40105
H -0.10186 3.62634 -0.30468
*
```

---

Entry 6:
DFT (ωB97M-V/def2-TZVPD) results for one molecule with the formula C17H25N5O3S.

Computed properties:
**Energy above the lowest of the compared OMol25 structures with the same formula, charge and spin**: 2.4 kcal per mole
**Frontier orbital gap**: 0.3151 Eh
**SMILES**: CCCCn1c(SCC(=O)N2CCCC2)nc2c1c(=O)n(C)c(=O)n2C
**Maximum force**: 1.4 eV Å⁻¹

The geometry in ORCA input format:
```
! RIJCOSX wB97M-V def2-TZVPD def2/J DEFGRID3
* xyz 0 1
C 2.84462 2.52862 -3.74398
C 2.06445 3.27401 -2.66740
C 1.26943 2.33845 -1.75938
C 0.05788 1.73007 -2.47273
N -0.54485 0.71531 -1.64756
C -0.16103 -0.56998 -1.53973
N -0.80338 -1.23765 -0.58813
C -1.63944 -0.32545 -0.04879
C -1.50322 0.90345 -0.67632
C -2.28942 2.03972 -0.31245
O -2.26564 3.14963 -0.80711
N -3.15514 1.73842 0.74752
C -3.32730 0.52051 1.38459
O -4.13305 0.36749 2.27855
N -2.53407 -0.52557 0.95630
C -2.71270 -1.83839 1.53541
H -1.93815 -2.03933 2.27715
H -2.65766 -2.58250 0.74279
H -3.68672 -1.86244 2.02098
C -3.99120 2.84103 1.19554
H -4.70858 3.10067 0.41655
H -4.51271 2.53126 2.09693
H -3.36134 3.70806 1.39057
S 1.05963 -1.27029 -2.55843
C 1.73433 -2.40664 -1.31002
H 0.99354 -3.17458 -1.11082
C 2.10092 -1.56896 -0.09013
O 2.64937 -0.48819 -0.21021
N 1.79357 -2.08471 1.10745
C 1.02171 -3.28276 1.38550
C 0.95534 -3.33857 2.91313
H 0.04598 -3.82104 3.26558
C 1.05068 -1.87003 3.32254
H 1.38154 -1.73993 4.35017
C 2.05118 -1.31685 2.31654
H 1.92873 -0.25284 2.10678
H 3.08281 -1.48552 2.64551
H 0.08633 -1.37554 3.20097
H 1.81293 -3.88646 3.30502
H 1.50694 -4.16948 0.96868
H 0.02085 -3.18127 0.95102
H 2.63172 -2.83935 -1.75170
H -0.69436 2.49861 -2.66208
H 0.35734 1.26332 -3.41315
H 0.90967 2.89351 -0.89023
H 1.91996 1.53542 -1.40410
H 2.76886 3.83218 -2.04787
H 1.38632 3.99455 -3.12999
H 2.17961 2.03692 -4.44935
H 3.47298 3.22016 -4.30046
H 3.48074 1.77292 -3.28963
*
```